Entry 1:
Molecular formula: C9H11N2
Method: DFT, ωB97M-V/def2-TZVPD

Last column: Mulliken charge in e.
Atoms and positions in Å:
C -0.089 0.346 -3.150  0.28
C -0.209 0.607 -1.989  -0.60
C 0.756 -3.049 2.333  -0.48
C 0.201 -3.376 1.129  -0.42
C 1.079 -1.726 2.689  -0.32
C -0.087 -2.298 0.199  -0.40
C 0.875 -0.653 1.794  -0.42
C 0.272 -1.060 0.639  0.63
C -0.318 0.760 -0.623  0.02
N -0.587 1.825 0.037  -0.10
N -0.731 3.803 -1.956  -0.86
H -0.228 0.326 -4.171  0.48
H 1.004 -3.754 3.052  0.43
H -0.009 -4.349 0.684  0.35
H 1.418 -1.650 3.765  0.29
H -0.498 -2.632 -0.724  0.42
H 0.851 0.384 2.189  0.25
H -0.649 1.599 1.007  0.23
H -0.454 2.734 -0.481  0.42
H -1.784 3.941 -1.840  0.29
H -0.262 4.561 -1.619  0.26
H -0.548 3.660 -2.964  0.25

Energy relative to the best compared isomer or geometry (same formula, charge and spin)   5.699 eV
Highest occupied orbital energy   -13.037 eV
HOMO-LUMO gap   8.54 eV
Charge   +1
Total energy   -458.6209 a.u.



Entry 2:
Molecular formula: C9H11N2O
Method: DFT, ωB97M-V/def2-TZVPD

Last column: Mulliken charge in e.
Atoms and positions in Å:
C -0.152 2.273 -2.343  -0.19
C 1.636 -2.171 1.704  -0.31
C 2.524 -1.266 1.092  -0.74
C 0.289 -2.195 1.374  -0.55
C 1.956 -0.386 0.225  -0.48
C -0.277 -1.309 0.504  -0.03
C 0.543 -0.316 -0.007  0.09
C -1.426 0.780 -1.277  -0.31
C 0.042 0.614 -0.986  0.64
N 0.745 1.501 -1.682  -0.57
N -1.415 1.945 -2.053  -0.07
O -1.860 1.135 1.603  -0.71
H 0.099 3.156 -2.941  0.42
H 1.960 -2.989 2.366  0.36
H 3.537 -1.324 1.416  0.44
H -0.417 -2.927 1.779  0.37
H 2.475 0.334 -0.315  0.61
H -1.299 -1.365 0.147  0.30
H -1.954 0.986 -0.326  0.40
H -1.781 -0.280 -1.661  0.34
H -0.831 1.038 1.595  0.35
H -2.216 2.189 -2.630  0.28
H -2.179 0.576 2.413  0.37

Energy relative to the best compared isomer or geometry (same formula, charge and spin)   0.667 eV
Highest occupied orbital energy   -13.271 eV
HOMO-LUMO gap   8.01 eV
Charge   +1
Total energy   -534.0278 a.u.



Entry 3:
Molecular formula: C9H11N6
Method: DFT, ωB97M-V/def2-TZVPD

Last column: Mulliken charge in e.
Atoms and positions in Å:
C 3.711 0.403 1.092  -0.11
C -3.763 0.964 0.860  -0.48
C -2.663 1.247 0.086  -0.37
C -4.023 -0.378 1.128  -0.22
C -2.166 -1.085 0.010  -0.56
C -1.834 0.221 -0.324  0.26
C 2.847 -0.327 0.060  1.00
C 1.914 0.657 -0.718  -1.05
C 0.519 0.118 -0.369  0.50
N 4.424 0.945 1.819  -0.36
N -3.188 -1.418 0.748  -0.53
N 0.618 -0.882 0.465  0.18
N 1.911 -1.169 0.808  -0.80
N 3.562 -1.063 -0.856  -0.71
N -0.573 0.671 -0.830  -0.13
H -4.422 1.732 1.198  0.42
H -2.248 2.149 -0.004  0.54
H -4.930 -0.638 1.729  0.33
H -1.635 -2.009 -0.381  0.60
H 1.965 1.730 -0.491  0.41
H 2.148 0.418 -1.692  0.50
H -0.093 -1.328 0.954  0.31
H 2.175 -1.391 1.748  0.30
H 4.097 -0.409 -1.445  0.29
H 4.285 -1.610 -0.379  0.31
H -0.598 1.317 -1.641  0.36

Energy relative to the best compared isomer or geometry (same formula, charge and spin)   0.000 eV
Highest occupied orbital energy   -13.054 eV
Structure (SMILES)   N#C[C@]1(N)C/C(=[NH+]/c2cccnc2)NN1
HOMO-LUMO gap   9.69 eV
Charge   +1
Total energy   -677.7695 a.u.



Molecular weight, respectively: 147.2 163.2 203.2 g mol⁻¹.